Model a:
Molecular formula: C3H3Br2F
Method: DFT, ωB97M-V/def2-TZVPD

Summary:
* LUMO energy (spin up / spin down): -0.072 / -0.072 Eh

```
! RIJCOSX wB97M-V def2-TZVPD def2/J DEFGRID3
* xyz 0 1
C 1.08364 0.66401 -1.49642
C -0.04210 0.69559 1.50357
C -1.08434 0.12303 2.16998
F -2.31431 0.33501 1.72968
Br 1.65004 0.65104 2.22430
Br -1.14549 0.46748 4.26032
H 0.42274 1.54467 -1.44862
H 1.18750 0.74744 -2.59055
H -0.89025 -0.99430 2.25961
*
```

Mulliken atomic charge list, values in e, 5 entries:
1. C -0.35
2. C -0.11
3. C 0.09
4. F -0.19
5. Br 0.05



Model b:
Molecular formula: C3H3Br2F
Method: DFT, ωB97M-V/def2-TZVPD

Summary:
* LUMO energy (spin up / spin down): -0.062 / -0.062 Eh

```
! RIJCOSX wB97M-V def2-TZVPD def2/J DEFGRID3
* xyz 0 1
C 1.76463 0.85646 -1.10410
C -0.14137 -0.22486 1.53146
C -0.98467 -0.67469 0.44353
F -0.42043 -1.66434 -0.32165
Br -0.87447 1.29978 2.16386
Br -2.04023 0.37942 -0.90049
H 2.81796 1.25968 -1.05183
H 1.75014 -0.07948 -1.74017
H -1.87156 -1.15197 0.97939
*
```

Mulliken atomic charge list, values in e, 5 entries:
1. C -0.35
2. C -0.22
3. C 0.03
4. F -0.22
5. Br 0.05



Most stable pick: model b. Distance to second place: 29.9 kJ/mol.